# 1
Computed, not measured: a structure of composition C2AlF6NO3S2 in a non-equilibrium geometry, with ωB97M-V with the def2-TZVPD basis set.

Structure (XYZ):
```
15
Properties=species:S:1:pos:R:3:lowdin_charge:R:1
S -1.048 -0.103 0.668 0.702
S 1.221 0.049 -0.976 1.108
Al 0.711 2.122 0.290 0.643
F 2.498 -0.480 1.288 0.140
F -3.011 -0.996 -0.812 0.196
F -3.509 0.748 0.354 0.190
F 2.854 -1.886 -0.289 0.169
F -2.274 0.944 -1.404 0.161
F 3.723 0.087 -0.404 0.142
O -0.668 1.312 1.028 -0.247
O 1.773 3.411 -0.090 -0.030
O -1.511 -0.920 1.779 -0.187
N -0.026 -0.840 -0.272 -0.449
C 2.652 -0.603 -0.024 -0.854
C -2.572 0.169 -0.374 -0.686
```

Properties
Lowest unoccupied orbital energy (spin up / spin down) = -6.35 / -8.52 eV
Expectation value of S² = 0.754
HOMO-LUMO gap (spin up / spin down) = 9.136 / 6.953 eV
Net charge = +1
2S+1 = 2

# 2
Computed, not measured: a structure of composition C46H42Br2F3FeGeN4O3S2 in a non-equilibrium geometry, with ωB97M-V with the def2-TZVPD basis set.

Structure (XYZ):
```
104
Properties=species:S:1:pos:R:3:lowdin_charge:R:1
Br 20.054 11.992 7.494 -0.044
Br 16.610 15.268 10.281 0.474
Ge 12.608 10.897 9.745 0.948
Fe 18.165 12.308 9.118 0.366
S 20.223 14.005 11.138 1.011
S 18.606 8.672 9.676 0.709
F 20.406 12.588 15.469 0.070
F 19.067 14.337 15.115 0.118
F 21.008 14.231 14.072 0.083
O 14.461 11.756 8.547 -0.101
O 20.456 9.151 13.331 0.099
O 16.633 10.998 8.448 -0.179
N 18.385 12.160 11.233 -0.003
N 19.805 7.542 11.747 0.056
N 25.154 9.465 9.283 0.152
N 21.168 7.925 9.869 0.027
C 21.448 8.182 8.468 -0.212
C 10.863 12.860 6.375 -0.085
C 13.388 9.237 8.959 -0.230
C 22.322 13.384 9.500 -0.151
C 14.130 12.707 13.251 -0.108
C 22.632 7.365 7.887 -0.232
C 19.208 12.652 13.420 -0.103
C 14.814 9.350 8.363 -0.140
C 23.827 11.553 9.964 -0.251
C 21.762 13.201 10.775 -0.471
C 11.361 11.739 8.473 -0.242
C 17.311 14.252 8.824 -0.765
C 11.744 12.140 7.204 -0.093
C 24.124 7.323 14.004 -0.065
C 17.480 11.294 11.826 -0.073
C 10.586 9.073 13.058 -0.104
C 13.334 12.133 11.015 -0.267
C 22.223 6.138 12.366 -0.054
C 24.588 10.467 9.526 -0.189
C 11.294 9.996 12.292 -0.099
C 13.184 13.508 10.769 -0.108
C 13.911 11.794 12.217 -0.158
C 19.217 12.849 12.040 -0.472
C 20.691 8.088 12.761 -0.375
C 9.877 8.000 11.000 -0.093
C 13.378 14.460 11.737 -0.108
C 19.956 8.047 10.431 -0.813
C 18.332 11.698 13.945 0.003
C 19.927 13.468 14.481 -0.459
C 15.347 10.818 8.479 -0.537
C 11.462 9.841 10.910 -0.285
C 23.439 5.530 12.517 -0.066
C 13.804 14.027 13.020 -0.098
C 9.586 13.166 6.816 -0.117
C 21.920 7.348 12.994 -0.167
C 17.371 11.036 13.190 -0.012
C 9.183 12.849 8.110 -0.099
C 9.916 8.041 12.407 -0.109
C 10.087 12.175 8.921 -0.101
C 22.878 7.906 13.838 -0.012
C 10.700 8.854 10.290 -0.134
C 22.551 5.864 8.154 -0.119
C 23.377 12.560 9.081 -0.019
C 24.391 6.110 13.383 -0.057
C 23.443 11.561 11.315 -0.036
C 22.440 12.395 11.780 -0.042
H 8.152 13.084 8.412 0.101
H 13.821 14.761 13.816 0.092
H 21.444 5.619 11.791 0.128
H 13.190 15.519 11.566 0.102
H 14.795 9.119 7.286 0.110
H 22.077 12.333 12.802 0.095
H 16.840 10.823 11.094 0.089
H 20.540 8.076 7.894 0.085
H 11.721 10.876 12.762 0.084
H 14.624 12.312 14.140 0.095
H 18.150 14.896 8.483 -0.044
H 25.314 5.614 13.565 0.093
H 22.656 8.851 14.339 0.123
H 23.697 4.584 12.052 0.107
H 12.635 8.947 8.224 0.057
H 18.868 7.857 12.041 0.099
H 21.782 9.222 8.366 0.094
H 23.134 5.570 9.068 0.067
H 23.579 7.735 8.286 0.063
H 21.518 5.521 8.356 0.073
H 16.663 10.336 13.599 0.114
H 15.541 8.614 8.808 0.095
H 11.184 13.174 5.406 0.088
H 23.868 12.703 8.153 0.110
H 22.690 7.592 6.815 0.112
H 24.796 7.802 14.688 0.101
H 12.775 13.806 9.804 0.107
H 21.939 7.574 10.440 0.126
H 12.723 11.877 6.825 0.094
H 18.401 11.513 15.015 0.130
H 23.891 10.816 11.976 0.116
H 10.592 9.147 14.149 0.097
H 9.408 7.271 13.028 0.100
H 9.247 7.322 10.493 0.080
H 22.908 5.249 7.310 0.066
H 14.099 10.726 12.475 0.113
H 21.895 14.120 8.830 0.090
H 9.877 11.918 9.958 0.094
H 10.756 8.693 9.194 0.106
H 16.470 14.120 8.174 -0.058
H 8.893 13.663 6.173 0.084
H 13.294 8.557 9.821 0.063
```

Properties
Lowest unoccupied orbital energy (spin up / spin down) = 1.01 / 1.01 eV
Expectation value of S² = 6.012
HOMO-LUMO gap (spin up / spin down) = 5.388 / 6.093 eV
Net charge = -1
2S+1 = 5

# 3
Computed, not measured: a structure of composition C41H30BrIrN10O9S2 in a non-equilibrium geometry, with ωB97M-V with the def2-TZVPD basis set.

Structure (XYZ):
```
94
Properties=species:S:1:pos:R:3:lowdin_charge:R:1
Ir 0.323 0.491 -0.545 1.390
Br 4.317 7.096 3.633 0.691
S -1.386 2.557 -3.063 0.134
S 0.469 1.762 -2.484 0.554
O -2.135 1.343 -3.414 -0.427
O -1.953 3.269 -1.938 -0.373
O 2.121 0.007 -1.420 -0.299
O -4.285 0.700 -5.023 0.105
O 2.856 0.805 1.331 0.067
O -0.164 0.279 1.705 -0.160
O 1.223 2.030 0.363 -0.253
O 3.208 0.263 -3.844 0.056
O -0.988 3.356 -4.197 -0.378
N -0.652 -0.997 -1.635 -0.080
N 1.211 -1.562 0.338 -0.051
N -1.564 1.231 -0.066 -0.086
N -3.659 1.733 0.013 -0.085
N 2.156 -2.096 -0.511 0.090
N -3.047 2.623 0.837 0.148
N -5.318 2.058 -6.399 0.118
N -0.949 -2.437 -3.206 -0.103
N -4.536 1.184 -7.145 0.118
N -1.486 -3.008 -2.098 0.141
C 5.148 -3.320 -3.122 -0.105
C 2.889 5.551 1.714 -0.122
C 2.419 4.371 1.154 -0.004
C -6.279 3.597 -3.954 -0.013
C -2.754 0.957 -0.574 -0.130
C -6.587 4.232 -2.763 -0.061
C -0.436 -1.249 -2.918 -0.127
C -1.459 -2.306 -5.629 -0.190
C -5.099 1.813 -0.232 -0.066
C 4.701 -1.400 -4.499 -0.021
C 3.806 -0.904 -3.547 -0.263
C -5.508 2.467 -1.524 -0.189
C 3.676 5.484 2.850 -0.694
C -1.792 2.293 0.762 -0.172
C 3.564 -1.641 -2.377 -0.072
C -0.541 -3.027 3.180 -0.066
C -2.501 -0.906 -7.809 -0.015
C -6.187 3.674 -1.552 -0.026
C -2.422 -1.326 -5.437 0.040
C 4.012 4.274 3.435 -0.128
C -5.130 1.748 -5.161 -0.283
C -1.488 -0.442 3.497 -0.015
C -2.947 -0.628 -6.522 -0.116
C 3.550 3.103 2.854 -0.012
C -3.941 0.421 -6.295 -0.293
C 5.363 -2.592 -4.290 -0.097
C 2.558 -1.222 -1.370 -0.417
C 2.750 3.146 1.720 -0.118
C -1.016 -2.578 -6.918 -0.039
C -0.562 -0.691 2.446 -0.356
C 0.853 -2.345 1.284 -0.085
C -0.104 -2.024 2.303 -0.166
C -1.284 -2.111 -1.170 -0.174
C 2.276 1.849 1.112 -0.574
C -1.435 -2.760 4.190 -0.123
C -5.200 1.828 -2.719 0.027
C -1.537 -1.881 -7.999 -0.066
C 4.255 -2.840 -2.185 -0.036
C -0.938 -3.139 -4.479 -0.064
C -5.596 2.387 -3.932 -0.123
C -1.903 -1.445 4.338 -0.104
H 4.858 -0.814 -5.396 0.115
H 3.807 2.137 3.268 0.120
H -7.111 5.178 -2.772 0.103
H -4.930 0.779 -2.696 0.127
H -6.410 4.181 -0.620 0.113
H -1.767 -3.542 4.859 0.087
H 4.627 4.250 4.324 0.095
H -6.544 4.030 -4.910 0.116
H -0.151 -4.032 3.048 0.105
H -2.782 -1.089 -4.444 0.121
H -1.597 -2.227 -0.145 0.123
H 1.788 4.393 0.275 0.123
H -1.180 -2.096 -8.998 0.104
H -5.476 0.788 -0.201 0.133
H -2.905 -0.346 -8.641 0.115
H -5.499 2.348 0.627 0.123
H 1.308 -3.336 1.296 0.131
H 0.076 -3.493 -4.672 0.133
H 6.057 -2.955 -5.037 0.097
H -2.986 0.163 -1.258 0.129
H 5.676 -4.248 -2.946 0.092
H -1.841 0.576 3.616 0.108
H -0.250 -3.328 -7.077 0.113
H 2.644 6.508 1.275 0.098
H -1.001 2.757 1.324 0.127
H 2.680 0.558 -3.075 0.033
H -2.605 -1.214 5.132 0.096
H 0.030 -0.568 -3.615 0.120
H -1.576 -4.010 -4.336 0.133
H 4.062 -3.387 -1.272 0.105
```

Properties
Lowest unoccupied orbital energy (spin up / spin down) = 1.91 / 0.70 eV
Expectation value of S² = 0.759
HOMO-LUMO gap (spin up / spin down) = 7.170 / 5.841 eV
Net charge = -1
2S+1 = 2

# 4
Computed, not measured: a cluster of 4 separate species, C47H92O4 in total in a non-equilibrium geometry, with ωB97M-V with the def2-TZVPD basis set.

Structure (XYZ):
```
143
Properties=species:S:1:pos:R:3:lowdin_charge:R:1
O -1.809 -1.464 1.377 -0.179
O -4.610 -0.421 -0.862 -0.164
O -6.368 -0.156 -3.483 0.049
O -5.226 4.983 -2.653 0.040
C -10.622 1.202 -10.998 -0.115
C 2.254 2.054 -1.044 -0.199
C -4.046 -0.633 0.475 -0.167
C -5.778 3.853 -2.681 -0.256
C -0.697 -0.665 0.866 -0.229
C -0.610 5.426 -0.680 -0.183
C -6.836 2.131 -4.278 0.023
C -6.122 4.384 0.731 -0.177
C -3.404 5.211 2.639 -0.204
C 10.552 -4.168 4.913 -0.108
C -2.790 -1.634 0.334 -0.172
C -11.005 1.304 -8.478 -0.230
C -6.546 3.479 -4.010 0.020
C 10.959 -5.633 4.839 -0.270
C 4.468 -4.799 1.312 -0.108
C -5.735 4.083 3.385 -0.203
C -9.727 -1.046 -6.835 -0.111
C 3.830 0.618 1.566 -0.233
C 10.204 -6.524 5.827 -0.228
C 6.905 -4.111 1.622 -0.226
C 11.885 -6.234 7.771 -0.274
C -9.539 1.187 -8.053 -0.234
C 1.421 4.349 -2.092 -0.200
C -11.358 0.619 -9.799 -0.273
C -5.954 1.502 -1.718 -0.010
C 12.523 -7.610 7.641 -0.116
C 0.995 2.875 -1.626 -0.206
C -1.857 5.154 3.078 -0.216
C -6.396 1.065 -3.197 -0.258
C 7.858 -6.303 0.636 -0.269
C -5.640 2.863 -1.429 -0.037
C 2.567 2.610 0.425 -0.208
C 4.001 2.118 0.973 -0.204
C -5.156 3.328 0.003 -0.135
C -1.050 0.916 0.864 -0.084
C 7.472 -4.842 0.402 -0.226
C 0.920 5.533 -1.144 -0.220
C 3.890 -0.481 0.376 -0.116
C -5.858 0.318 -0.660 -0.152
C -0.977 5.921 1.954 -0.203
C 8.966 -6.475 1.666 -0.120
C 5.666 -4.752 2.250 -0.269
C -9.010 -0.242 -7.911 -0.273
C 10.428 -6.195 7.306 -0.230
C -0.606 4.838 0.833 -0.218
C -6.662 3.794 2.117 -0.207
C -4.167 3.881 3.143 -0.204
H 10.759 -5.997 3.826 0.081
H -0.353 -1.029 -0.167 0.123
H 11.965 -8.355 8.214 0.075
H 2.573 4.375 -2.058 0.108
H 9.130 -6.455 5.618 0.107
H 9.865 -5.930 1.367 0.078
H 10.016 -5.205 7.526 0.101
H 8.354 -4.294 0.051 0.110
H -6.873 4.262 -4.764 0.126
H 10.780 -3.735 5.890 0.066
H 0.188 2.839 -0.827 0.066
H 2.531 3.748 0.424 0.093
H 12.039 -5.723 4.989 0.101
H 0.177 -0.781 1.595 0.117
H 0.445 4.462 1.072 0.086
H 5.895 -5.762 2.605 0.099
H 11.919 -5.934 8.824 0.104
H 4.706 2.122 0.079 0.103
H 2.820 -0.867 0.195 0.063
H 8.658 -6.119 2.652 0.056
H 4.569 -1.356 0.630 0.049
H -4.803 -1.044 1.217 0.131
H 4.362 2.782 1.828 0.106
H 6.747 -4.798 -0.418 0.101
H -7.946 -0.192 -7.654 0.102
H -3.875 6.118 3.144 0.116
H -1.603 6.782 1.526 0.108
H 13.546 -7.588 8.024 0.069
H -10.787 -1.177 -7.068 0.066
H 6.661 -3.084 1.326 0.101
H -10.943 0.703 -11.916 0.070
H -9.415 1.707 -7.095 0.098
H -1.415 1.252 -0.174 0.089
H -0.125 1.480 1.203 0.047
H -3.394 5.307 1.493 0.093
H 12.482 -5.496 7.225 0.099
H 12.568 -7.938 6.600 0.066
H -0.009 6.308 2.418 0.109
H 9.845 -6.902 7.908 0.109
H -9.646 -0.556 -5.861 0.072
H -11.258 2.368 -8.552 0.109
H 3.169 2.257 -1.689 0.109
H -7.667 4.321 2.321 0.110
H -11.647 0.898 -7.690 0.101
H -1.297 3.915 0.861 0.093
H 4.195 -3.795 0.976 0.058
H 1.801 2.264 1.210 0.089
H 2.816 0.577 2.090 0.092
H -4.121 3.830 -0.059 0.118
H -3.895 3.060 2.406 0.090
H -3.732 0.414 0.835 0.106
H -7.370 1.783 -5.213 0.112
H -1.440 4.090 3.125 0.106
H -1.167 6.418 -0.684 0.103
H -1.873 1.157 1.626 0.075
H -6.690 -0.434 -0.925 0.141
H 1.001 6.501 -1.768 0.106
H 9.228 -7.532 1.763 0.074
H 10.479 -7.567 5.640 0.102
H 11.091 -3.588 4.160 0.071
H 8.199 -6.727 -0.315 0.105
H -5.031 2.444 0.703 0.077
H -9.541 1.070 -10.911 0.066
H 6.982 -6.889 0.934 0.100
H -1.673 5.667 4.074 0.106
H -7.022 4.689 0.085 0.118
H -10.833 2.269 -11.104 0.075
H -3.233 -2.690 0.369 0.135
H 9.481 -4.050 4.726 0.068
H 1.614 5.714 -0.245 0.105
H -11.166 -0.456 -9.737 0.099
H -6.927 2.679 2.029 0.111
H 4.668 -5.414 0.432 0.068
H -6.020 0.636 0.417 0.112
H 7.682 -4.025 2.389 0.094
H -1.131 4.666 -1.366 0.109
H 5.389 -4.172 3.137 0.105
H -9.069 -0.769 -8.868 0.100
H 4.633 0.394 2.338 0.096
H 1.151 4.490 -3.191 0.110
H -9.283 -2.041 -6.750 0.072
H -12.435 0.728 -9.967 0.105
H 0.573 2.350 -2.560 0.114
H 1.983 0.953 -1.082 0.095
H -3.675 3.585 4.141 0.115
H -5.566 5.368 0.941 0.111
H -8.908 1.724 -8.769 0.101
H -5.882 5.104 3.864 0.109
H -2.370 -1.485 -0.717 0.130
H -6.036 3.315 4.191 0.109
H 4.196 0.022 -0.611 0.071
H 3.604 -5.229 1.825 0.072
```

Properties
Lowest unoccupied orbital energy = -1.23 eV
HOMO-LUMO gap = 8.501 eV
2S+1 = 1